{"formula": "C27H34BrF12N9O6S3SbSn", "method": "ωB97M-V/def2-TZVPD", "symbols": ["Sn", "O", "C", "C", "C", "C", "C", "C", "C", "O", "N", "N", "C", "C", "Br", "C", "C", "C", "C", "C", "C", "C", "H", "H", "H", "H", "H", "H", "H", "H", "H", "H", "H", "H", "H", "H", "F", "C", "F", "F", "S", "O", "O", "N", "S", "O", "O", "C", "F", "F", "F", "C", "N", "C", "N", "C", "N", "C", "N", "C", "C", "H", "H", "H", "H", "H", "H", "H", "H", "H", "H", "H", "H", "C", "N", "C", "S", "N", "C", "H", "H", "H", "H", "H", "H", "H", "H", "F", "Sb", "F", "F", "F", "F", "F"], "positions_angstrom": [[-0.500, 1.866, 0.456], [-1.825, -2.103, -3.547], [-0.837, -1.456, -4.243], [-0.507, -1.895, -5.519], [0.467, -1.233, -6.244], [1.112, -0.123, -5.712], [0.799, 0.298, -4.433], [-0.161, -0.370, -3.686], [-0.437, 0.057, -2.256], [-0.441, 1.429, -2.023], [0.634, -0.601, -1.476], [1.573, -0.007, -0.844], [2.429, -0.776, -0.172], [3.612, -0.275, 0.386], [4.223, 1.413, -0.167], [4.400, -1.006, 1.245], [4.060, -2.257, 1.883], [5.084, -3.190, 2.101], [4.797, -4.422, 2.655], [3.494, -4.727, 3.034], [2.482, -3.789, 2.881], [2.762, -2.559, 2.314], [-2.511, -1.435, -3.363], [-1.039, -2.742, -5.928], [0.709, -1.571, -7.243], [1.846, 0.412, -6.298], [1.281, 1.163, -4.001], [-1.339, -0.415, -1.869], [0.571, -1.621, -1.490], [2.246, -1.847, -0.100], [5.387, -0.611, 1.454], [6.097, -2.947, 1.809], [5.589, -5.143, 2.805], [3.273, -5.689, 3.476], [1.478, -4.004, 3.223], [2.005, -1.794, 2.277], [2.832, 0.045, 4.956], [2.016, 1.100, 4.909], [1.172, 1.030, 5.931], [2.739, 2.199, 4.997], [1.083, 1.045, 3.281], [1.179, -0.328, 2.863], [1.727, 2.035, 2.446], [-0.431, 1.426, 3.554], [-0.667, 3.025, 3.639], [0.217, 3.702, 4.534], [-0.887, 3.601, 2.319], [-2.330, 3.009, 4.438], [-2.268, 2.398, 5.613], [-2.713, 4.268, 4.616], [-3.207, 2.386, 3.662], [-3.073, -2.011, -0.242], [-3.975, -2.837, 0.562], [-3.190, -3.900, 1.186], [-2.108, -3.382, 2.033], [-1.260, -2.534, 1.197], [-1.987, -1.436, 0.565], [-2.598, -0.634, 1.645], [-3.489, -1.429, 2.487], [-4.531, -1.998, 1.629], [-2.714, -2.525, 3.061], [-3.634, -1.192, -0.696], [-2.640, -2.630, -1.033], [-2.758, -4.527, 0.402], [-3.850, -4.514, 1.802], [-0.815, -3.159, 0.412], [-0.470, -2.107, 1.820], [-3.157, 0.189, 1.194], [-1.783, -0.245, 2.267], [-5.100, -1.184, 1.177], [-5.201, -2.605, 2.241], [-3.368, -3.139, 3.685], [-1.921, -2.106, 3.685], [-0.034, 5.322, -3.652], [0.121, 4.851, -2.286], [1.097, 4.054, -1.889], [1.319, 3.660, -0.224], [1.969, 3.629, -2.811], [3.085, 2.756, -2.502], [-0.840, 6.046, -3.670], [-0.305, 4.505, -4.324], [0.891, 5.801, -3.974], [-0.638, 4.993, -1.632], [1.661, 3.668, -3.771], [3.732, 3.224, -1.763], [3.649, 2.598, -3.419], [2.747, 1.798, -2.101], [-2.629, 1.008, -0.836], [-2.386, 2.226, -2.392], [-4.242, 2.463, -2.137], [-1.829, 3.213, -0.659], [-2.540, 4.109, -2.781], [-1.512, 2.409, -4.104], [-2.969, 0.606, -3.294]], "multiplicity": 2, "gap_ha": [0.254, 0.182], "max_force_ev_per_a": 1.3}


{"formula": "C19H19FN2O5S", "method": "ωB97M-V/def2-TZVPD", "symbols": ["C", "O", "C", "O", "C", "C", "C", "C", "N", "C", "O", "C", "C", "C", "C", "N", "S", "O", "O", "C", "C", "C", "C", "F", "C", "C", "C", "C", "H", "H", "H", "H", "H", "H", "H", "H", "H", "H", "H", "H", "H", "H", "H", "H", "H", "H", "H"], "positions_angstrom": [[3.182, -6.352, -4.594], [2.666, -5.443, -3.637], [2.490, -4.181, -4.067], [2.752, -3.832, -5.193], [1.950, -3.291, -3.018], [1.673, -3.743, -1.730], [1.171, -2.880, -0.776], [0.936, -1.545, -1.101], [0.433, -0.616, -0.193], [0.075, -0.797, 1.096], [0.168, -1.820, 1.737], [-0.480, 0.512, 1.711], [-1.103, 0.268, 3.085], [-2.554, -0.054, 2.731], [-2.840, 0.904, 1.576], [-1.567, 1.014, 0.878], [-1.304, 2.357, -0.046], [-0.054, 2.130, -0.724], [-2.482, 2.585, -0.819], [-1.089, 3.711, 1.109], [0.171, 4.000, 1.599], [0.321, 4.993, 2.553], [-0.809, 5.668, 2.988], [-0.671, 6.626, 3.918], [-2.073, 5.398, 2.489], [-2.208, 4.404, 1.535], [1.212, -1.089, -2.393], [1.713, -1.954, -3.339], [2.504, -6.433, -5.446], [3.275, -7.309, -4.087], [4.156, -6.013, -4.955], [1.855, -4.776, -1.480], [0.959, -3.230, 0.220], [0.304, 0.324, -0.570], [0.339, 1.237, 1.740], [-0.607, -0.559, 3.589], [-1.039, 1.165, 3.701], [-3.237, 0.092, 3.564], [-2.622, -1.085, 2.388], [-3.599, 0.539, 0.884], [-3.151, 1.885, 1.954], [1.025, 3.469, 1.210], [1.288, 5.250, 2.954], [-2.921, 5.962, 2.842], [-3.165, 4.176, 1.092], [1.025, -0.053, -2.635], [1.932, -1.617, -4.341]], "gap_ha": 0.327, "max_force_ev_per_a": 1.0}


{"formula": "C3H10FN2", "method": "ωB97M-V/def2-TZVPD", "symbols": ["N", "C", "F", "C", "C", "N", "H", "H", "H", "H", "H", "H", "H", "H", "H", "H"], "positions_angstrom": [[2.457, -0.360, 0.005], [1.287, 0.263, -0.242], [1.185, 1.551, 0.327], [-0.017, -0.688, 0.374], [-1.464, -0.591, -0.265], [-1.850, 0.932, 0.096], [3.170, -0.395, -0.719], [2.868, -0.137, 0.911], [1.051, 0.308, -1.364], [-0.023, -0.646, 1.497], [0.273, -1.673, 0.174], [-1.375, -0.883, -1.369], [-2.013, -1.445, 0.157], [-2.457, 0.893, 0.869], [-2.162, 1.467, -0.747], [-0.930, 1.405, 0.296]], "gap_ha": 0.373, "max_force_ev_per_a": 4.7, "total_charge": 1}


{"formula": "C22H20N4O4", "method": "ωB97M-V/def2-TZVPD", "symbols": ["C", "C", "C", "O", "C", "C", "C", "C", "C", "N", "C", "O", "C", "C", "C", "C", "N", "C", "O", "C", "C", "C", "C", "N", "O", "N", "C", "C", "C", "C", "H", "H", "H", "H", "H", "H", "H", "H", "H", "H", "H", "H", "H", "H", "H", "H", "H", "H", "H", "H"], "positions_angstrom": [[0.081, -4.252, 1.257], [-0.166, -4.290, -0.220], [-1.253, -5.262, -0.590], [0.990, -4.742, -0.979], [-0.530, -2.923, -0.638], [0.442, -2.128, -1.155], [0.087, -0.915, -1.758], [-1.283, -0.511, -1.739], [-1.614, 0.821, -2.343], [-1.249, 1.740, -1.313], [-2.110, 2.336, -0.407], [-3.199, 1.799, -0.152], [-1.608, 3.289, 0.746], [-2.556, 3.710, 1.730], [-1.915, 4.416, 2.714], [-0.563, 4.882, 2.659], [0.327, 4.555, 1.690], [-0.225, 3.738, 0.748], [0.627, 3.392, -0.295], [1.556, 2.443, 0.052], [1.303, 1.340, 0.818], [2.328, 0.456, 1.001], [3.642, 0.777, 0.545], [4.733, 0.211, 0.822], [5.793, 0.992, 0.419], [5.160, 2.050, -0.353], [3.879, 1.888, -0.156], [2.839, 2.711, -0.550], [-2.221, -1.267, -1.104], [-1.832, -2.453, -0.519], [0.251, -5.292, 1.731], [-0.872, -3.784, 1.608], [0.937, -3.632, 1.571], [-2.101, -5.212, 0.076], [-1.581, -5.031, -1.601], [-0.856, -6.287, -0.566], [0.876, -4.545, -1.996], [1.544, -2.528, -1.190], [0.861, -0.359, -2.314], [-2.674, 0.864, -2.607], [-1.014, 0.956, -3.312], [-0.272, 2.073, -1.374], [-3.538, 3.327, 1.687], [-2.479, 4.677, 3.518], [-0.204, 5.500, 3.491], [0.248, 1.240, 1.253], [2.217, -0.405, 1.603], [3.141, 3.587, -1.170], [-3.290, -0.887, -1.051], [-2.655, -3.063, -0.290]], "gap_ha": 0.286, "max_force_ev_per_a": 6.8}


{"formula": "CH3OS", "method": "ωB97M-V/def2-TZVPD", "symbols": ["S", "H", "O", "C", "H", "H"], "positions_angstrom": [[-0.023, 1.173, 1.279], [-0.706, 2.344, 1.658], [0.098, -1.747, -1.911], [0.041, -1.007, -0.981], [-0.754, -0.234, -0.763], [0.800, -0.852, -0.187]], "gap_ha": 0.257, "max_force_ev_per_a": 2.7, "total_charge": -1}


{"formula": "C3H5IN2", "method": "ωB97M-V/def2-TZVPD", "symbols": ["N", "N", "C", "C", "C", "I", "H", "H", "H", "H", "H"], "positions_angstrom": [[0.573, 0.830, -1.404], [-0.366, -0.195, -1.240], [-0.425, -0.753, 0.022], [0.657, -0.666, 1.107], [-0.350, 0.115, 1.304], [-1.115, 1.432, 2.742], [0.325, 1.621, -0.955], [1.477, 0.382, -1.274], [-1.214, 0.001, -1.788], [-1.145, -1.742, 0.021], [1.582, -1.024, 1.464]], "gap_ha": 0.318, "max_force_ev_per_a": 4.7}


{"formula": "C4H12F2NSi", "method": "ωB97M-V/def2-TZVPD", "symbols": ["C", "C", "C", "C", "N", "F", "F", "Si", "H", "H", "H", "H", "H", "H", "H", "H", "H", "H", "H", "H"], "positions_angstrom": [[-1.941, -1.714, 0.106], [3.869, 0.391, -0.776], [-2.946, -0.553, 0.161], [-2.479, 0.730, 0.124], [-0.927, 0.864, 0.251], [1.325, 1.605, -0.262], [1.559, -0.533, 0.852], [2.531, 0.721, 0.430], [-1.530, -1.746, -0.872], [-2.599, -2.523, 0.214], [-1.251, -1.798, 0.952], [4.205, -0.735, -0.689], [3.639, 0.381, -1.797], [4.733, 0.993, -0.545], [-3.932, -0.740, 0.346], [2.721, 1.256, 1.716], [-3.010, 1.613, 0.181], [-0.296, 1.010, -0.700], [-0.705, -0.032, 0.486], [-0.721, 1.679, 0.856]], "gap_ha": 0.419, "max_force_ev_per_a": 6.4, "total_charge": 1}


{"formula": "C4H5F2NS", "method": "ωB97M-V/def2-TZVPD", "symbols": ["C", "C", "C", "C", "N", "F", "F", "S", "H", "H", "H", "H", "H"], "positions_angstrom": [[0.069, 1.335, 0.674], [-1.583, 1.218, -1.125], [0.868, 0.511, -1.443], [-0.411, 0.539, -0.659], [-0.116, 2.529, 0.685], [0.750, 0.551, 1.574], [-1.421, 1.740, -2.315], [-3.011, 1.308, -0.370], [1.196, 1.473, -1.762], [0.904, -0.051, -2.372], [1.658, 0.113, -0.858], [-0.799, -0.523, -0.402], [0.330, 2.992, 1.499]], "multiplicity": 3, "gap_ha": [0.274, 0.271], "max_force_ev_per_a": 4.8}


{"formula": "C5H8N3O2", "method": "ωB97M-V/def2-TZVPD", "symbols": ["C", "N", "C", "N", "O", "C", "C", "O", "N", "C", "H", "H", "H", "H", "H", "H", "H", "H"], "positions_angstrom": [[0.258, 1.718, -0.515], [-0.002, 0.456, 0.175], [-1.355, -0.092, 0.031], [-2.411, 0.741, 0.262], [-3.738, 0.444, 0.194], [-1.180, -1.479, -0.123], [0.197, -1.855, -0.173], [0.832, -2.900, -0.357], [0.895, -0.646, -0.060], [2.227, -0.470, 0.458], [0.542, 1.357, -1.561], [-0.671, 2.233, -0.533], [1.096, 2.353, -0.147], [-2.110, 1.597, 0.809], [-2.087, -1.994, -0.297], [3.076, -0.220, -0.299], [2.106, 0.287, 1.299], [2.326, -1.530, 0.835]], "gap_ha": 0.219, "max_force_ev_per_a": 3.2, "total_charge": -1}


{"formula": "C3H6N2O2", "method": "ωB97M-V/def2-TZVPD", "symbols": ["C", "N", "C", "C", "N", "O", "O", "H", "H", "H", "H", "H", "H"], "positions_angstrom": [[1.508, -1.171, -0.953], [1.048, -0.267, -0.058], [0.012, -0.224, 0.931], [-1.311, 0.271, 0.480], [-1.443, 1.172, -0.563], [-2.216, 0.017, 1.257], [1.564, -2.416, -0.713], [2.171, -0.810, -1.829], [1.510, 0.649, -0.165], [0.429, 0.556, 1.616], [-0.284, -1.131, 1.415], [-2.366, 1.658, -0.516], [-0.623, 1.696, -0.903]], "multiplicity": 2, "gap_ha": [0.433, 0.198], "max_force_ev_per_a": 5.8, "total_charge": 1}


{"formula": "CH8N2", "method": "ωB97M-V/def2-TZVPD", "symbols": ["C", "N", "H", "H", "H", "H", "H", "N", "H", "H", "H"], "positions_angstrom": [[-1.933, 0.084, -0.810], [-0.740, 0.961, -1.049], [-2.653, 0.950, -0.647], [-2.180, -0.508, -1.654], [-1.755, -0.616, 0.018], [-0.377, 1.071, -2.001], [-0.051, 0.924, -0.363], [2.621, -0.737, 1.627], [2.237, -1.273, 0.884], [2.393, -1.097, 2.575], [2.439, 0.243, 1.421]], "gap_ha": 0.356, "max_force_ev_per_a": 3.2}


{"formula": "C26H14F5N4O6PtSe", "method": "ωB97M-V/def2-TZVPD", "symbols": ["Pt", "O", "C", "C", "C", "C", "C", "C", "C", "O", "N", "N", "C", "C", "C", "C", "C", "C", "N", "H", "H", "H", "H", "H", "H", "H", "H", "H", "H", "O", "C", "C", "C", "C", "C", "C", "C", "O", "N", "O", "O", "H", "H", "H", "H", "F", "C", "C", "F", "C", "F", "C", "Se", "C", "F", "C", "F"], "positions_angstrom": [[0.115, 0.173, -0.393], [-2.925, -0.918, 3.925], [-1.702, -1.355, 4.259], [-1.582, -1.983, 5.497], [-0.366, -2.463, 5.923], [0.782, -2.313, 5.137], [0.682, -1.699, 3.919], [-0.559, -1.218, 3.445], [-0.604, -0.626, 2.128], [0.500, -0.578, 1.438], [-1.765, -0.131, 1.671], [-1.619, 0.382, 0.435], [-2.558, 0.806, -0.324], [-2.147, 1.183, -1.687], [-3.012, 1.641, -2.652], [-2.513, 1.990, -3.903], [-1.159, 1.859, -4.155], [-0.338, 1.370, -3.153], [-0.823, 1.050, -1.956], [-2.890, -0.500, 3.046], [-2.473, -2.075, 6.104], [-0.297, -2.960, 6.882], [1.737, -2.678, 5.488], [1.556, -1.567, 3.299], [-3.576, 0.875, 0.039], [-4.066, 1.718, -2.422], [-3.179, 2.347, -4.676], [-0.740, 2.119, -5.116], [0.724, 1.229, -3.299], [1.948, -0.121, -1.233], [2.413, -1.187, -1.705], [1.755, -2.395, -1.981], [2.527, -3.405, -2.610], [1.961, -4.590, -2.928], [0.605, -4.849, -2.638], [-0.158, -3.898, -2.033], [0.378, -2.627, -1.682], [-0.409, -1.779, -1.121], [2.767, -5.621, -3.596], [3.929, -5.360, -3.828], [2.213, -6.662, -3.872], [3.477, -1.154, -1.951], [3.568, -3.229, -2.850], [0.189, -5.810, -2.907], [-1.199, -4.073, -1.796], [0.174, 7.759, 0.564], [0.447, 6.474, 0.688], [0.044, 5.794, 1.828], [-0.598, 6.445, 2.788], [0.322, 4.448, 1.946], [-0.089, 3.814, 3.035], [1.008, 3.755, 0.939], [1.445, 1.955, 1.158], [1.393, 4.472, -0.200], [2.031, 3.856, -1.191], [1.131, 5.818, -0.325], [1.523, 6.495, -1.399]], "gap_ha": [0.223, 0.223], "max_force_ev_per_a": 2.0, "total_charge": 1}